Molecular formula: C19H37BN2O4
Method: DFT, the ωB97M-V functional and the def2-TZVPD basis

Geometry as ORCA input:
```
! wB97M-V def2-TZVPD RIJCOSX def2/J DEFGRID3
* xyz 0 1
C -4.48956 -1.26469 0.54376
O -3.49638 -2.28559 0.50526
B -2.21535 -1.98337 0.91661
O -1.17123 -2.33904 0.13485
C -1.97892 -1.23834 2.28504
C -1.73293 0.07594 2.33971
C -1.53609 0.70995 3.66999
O -0.72157 1.57990 3.86643
C -2.35744 0.11943 4.75763
C -2.60401 -1.18816 4.72361
C -2.05128 -1.97278 3.58416
O -1.63722 -3.10216 3.70366
H -5.42383 -1.70263 0.20534
H -4.63829 -0.87920 1.55357
H -4.22242 -0.43315 -0.10802
H -1.50819 -2.72746 -0.68400
H -1.64581 0.69312 1.45473
H -2.71134 0.75717 5.55563
H -3.17132 -1.70745 5.48274
C 0.62758 7.11303 0.03243
C 0.99161 5.65106 0.24604
N 0.07084 4.96002 1.12777
C 0.55835 3.67271 1.59432
C 0.78371 2.56806 0.55329
C -1.32523 5.00698 0.73616
C -1.70455 4.47453 -0.65319
H 0.50695 7.62279 0.98903
H 1.41998 7.61357 -0.52523
H -0.29483 7.22897 -0.53791
H 1.97996 5.60360 0.71058
H 1.09015 5.16379 -0.73808
H -0.12162 3.30120 2.36063
H 1.50715 3.85091 2.10959
H -0.15466 2.15382 0.18275
H 1.34013 1.74638 1.00874
H 1.36077 2.92053 -0.30277
H -1.66077 6.04527 0.80281
H -1.89898 4.47300 1.49808
H -1.04176 4.85754 -1.43025
H -2.71851 4.79359 -0.90356
H -1.68549 3.38625 -0.69996
C 3.66252 -4.97557 -4.12608
C 3.33954 -3.79076 -3.22794
N 1.91427 -3.58819 -3.04889
C 1.57944 -2.30319 -2.46257
C 2.04886 -2.01548 -1.03272
C 1.17765 -4.73192 -2.53996
C 1.61390 -5.33363 -1.19775
H 3.13250 -4.89460 -5.07585
H 4.73310 -5.00132 -4.33205
H 3.39702 -5.92685 -3.66367
H 3.73936 -2.88453 -3.69066
H 3.87667 -3.91244 -2.27369
H 0.49224 -2.18587 -2.51079
H 1.98579 -1.53004 -3.12260
H 1.48025 -2.57929 -0.29629
H 1.90220 -0.95724 -0.80608
H 3.10889 -2.23367 -0.89719
H 1.21601 -5.52008 -3.29620
H 0.12356 -4.44614 -2.48240
H 2.69372 -5.48086 -1.15183
H 1.14596 -6.31120 -1.06602
H 1.31895 -4.71622 -0.35071
*
```

Computed properties:
Strongest force on any atom in hartree/bohr: 0.0127
Highest occupied orbital energy in eV: -7.993
Energy relative to the best compared isomer or geometry (same formula, charge and spin) in kcal per mole: 0.0
SMILES string: COB(O)C1=CC(=O)C=CC1=O.CCN(CC)CC.CCN(CC)CC
Frontier orbital gap in eV: 6.87
Molecular weight in u: 368.33

Löwdin population analysis, charges in e, atoms 1 to 8:
1 C -0.057
2 O 0.039
3 B -0.612
4 O 0.209
5 C -0.001
6 C 0.070
7 C -0.368
8 O 0.114